C2H6O13P3STl as an isolated structure, computed with ωB97M-V/def2-TZVPD.

- Max |F|: 0.0398 hartree/bohr
- Energy relative to the best compared isomer or geometry (same formula, charge and spin): 14.0 kcal/mol
- Charge: -6
- Gap between HOMO and LUMO: 0.1139 hartree
- E: -72156.095 eV

XYZ file:
```
26
C2H6O13P3STl (ωB97M-V/def2-TZVPD)
Tl 0.5393 -0.8358 0.7328
P 3.7808 -1.7902 -0.4389
O 3.0223 -2.3955 0.7314
O 4.2749 -2.9123 -1.3935
O 4.9875 -1.0435 0.1718
O 2.7700 -0.8738 -1.1797
P 1.7454 0.1783 3.4454
O 2.7156 0.4939 4.6562
O 1.6693 -1.3570 3.3389
O 2.5559 0.5118 2.1388
O 0.3524 0.8375 3.2822
P -0.9641 -2.3756 -1.7526
O -1.8525 -1.6895 -0.6343
O -1.5336 -3.0808 -3.0120
O -0.0443 -3.3128 -0.9490
O 0.0623 -1.3295 -2.2937
C -2.7410 2.8568 0.4364
S -1.4836 2.5554 -0.8294
O -0.5761 1.5246 -0.1636
C -2.4387 1.5155 -1.9438
H -3.5546 3.4460 0.0252
H -2.3066 3.3553 1.3008
H -3.0276 1.8734 0.8177
H -1.8763 1.2549 -2.8361
H -3.3764 2.0361 -2.1645
H -2.7002 0.5569 -1.4866
```

Results of the Löwdin charge analysis, in e, for atoms 1 through 8: 1.023 -0.139 -0.290 -0.463 -0.345 -0.328 -0.138 -0.548

---

A 2-piece molecular cluster, C2H6O2 overall, computed with ωB97M-V/def2-TZVPD.

- SMILES: C=O.CO
- Max |F|: 0.0476 hartree/bohr
- Energy relative to the best compared isomer or geometry (same formula, charge and spin): 40.2 kcal/mol
- Gap between HOMO and LUMO: 0.4030 hartree
- E: -6264.512 eV

XYZ file:
```
10
C2H6O2 (ωB97M-V/def2-TZVPD)
C -3.7900 -4.0470 -2.1240
O -2.6552 -3.8994 -1.7709
H -4.3146 -3.2550 -2.6968
H -4.4966 -4.7128 -1.5891
C 2.8705 2.6831 1.2815
O 1.6872 2.0732 1.7730
H 3.5361 1.8829 0.9518
H 2.7321 3.4072 0.4807
H 3.4518 3.1601 2.0809
H 0.9786 2.7077 1.6127
```

Results of the Löwdin charge analysis, in e, for atoms 1 through 8: -0.156 -0.001 0.078 0.078 -0.177 -0.118 0.075 0.075

---

A 2-piece molecular cluster, C2H6O2 overall, computed with ωB97M-V/def2-TZVPD.

- Max |F|: 0.0717 hartree/bohr
- Energy relative to the best compared isomer or geometry (same formula, charge and spin): 142.3 kcal/mol
- Gap between HOMO and LUMO: 0.3736 hartree
- E: -6260.084 eV

XYZ file:
```
10
C2H6O2 (ωB97M-V/def2-TZVPD)
C 0.5522 0.2841 0.7105
C -0.3111 -0.7756 -0.0214
O -2.1239 0.6266 0.0068
O -1.6552 -0.6288 0.2974
H 0.5540 0.0853 1.8661
H 1.6899 0.2453 0.4973
H 0.0697 1.1840 0.4577
H 0.0932 -1.7568 0.1546
H -0.2017 -0.6579 -1.8631
H -2.1676 0.7980 -0.9578
```

Results of the Löwdin charge analysis, in e, for atoms 1 through 8: -0.111 -0.261 -0.052 -0.179 0.115 0.099 0.027 0.077

---

A 2-piece molecular cluster, C2H6O2S overall, computed with ωB97M-V/def2-TZVPD.

- Max |F|: 0.1277 hartree/bohr
- Energy relative to the best compared isomer or geometry (same formula, charge and spin): 61.0 kcal/mol
- Gap between HOMO and LUMO: 0.3703 hartree
- E: -17098.877 eV

XYZ file:
```
11
C2H6O2S (ωB97M-V/def2-TZVPD)
C -0.0382 0.1978 -0.9621
C 0.5892 -0.2517 0.4122
O 1.4732 -1.2688 0.1223
O 1.0773 0.6090 1.3144
S -1.3152 1.5500 -0.8858
H -0.5586 -0.6218 -1.3424
H 0.7870 0.6726 -1.5649
H -0.6732 -1.0788 1.0537
H 1.7990 -1.5830 0.9931
H 1.5779 1.1438 0.7002
H -2.1849 0.7550 -0.3595
```

Results of the Löwdin charge analysis, in e, for atoms 1 through 8: -0.478 -0.610 -0.021 0.038 0.695 0.038 0.092 0.204

---

A 2-piece molecular cluster, C2H6O2S2 overall, computed with ωB97M-V/def2-TZVPD.

- Max |F|: 0.0660 hartree/bohr
- Energy relative to the best compared isomer or geometry (same formula, charge and spin): 33.2 kcal/mol
- Charge: -1
- Gap between HOMO and LUMO (alpha / beta): 0.1244 / 0.2605 hartree
- E: -27935.634 eV
- Multiplicity: 2

XYZ file:
```
12
C2H6O2S2 (ωB97M-V/def2-TZVPD)
C -0.8520 -0.6329 1.5025
S -1.8837 0.5719 0.6440
S -1.8741 -0.4445 -1.2357
H -1.4081 -1.5588 1.7044
H -0.5751 -0.2329 2.4767
H 0.0687 -1.0206 1.0443
H -3.2027 -0.3603 -1.3856
O 3.4029 1.0239 -1.1771
C 2.2945 1.0804 -0.7788
O 1.4133 0.0161 -0.8640
H 1.6526 1.8789 -0.2772
H 0.9638 -0.3213 -1.6536
```

Results of the Löwdin charge analysis, in e, for atoms 1 through 8: -0.612 0.074 -0.095 0.009 -0.001 0.004 -0.273 0.082

---

A 2-piece molecular cluster, C2H6O2S2 overall, computed with ωB97M-V/def2-TZVPD.

- SMILES: O=CO.CSS
- Max |F|: 0.0347 hartree/bohr
- Energy relative to the best compared isomer or geometry (same formula, charge and spin): 8.4 kcal/mol
- Gap between HOMO and LUMO: 0.3475 hartree
- E: -27936.550 eV

XYZ file:
```
12
C2H6O2S2 (ωB97M-V/def2-TZVPD)
O -2.0739 2.4331 -0.3374
C -3.0923 2.7455 0.2116
O -3.1478 3.6164 1.2273
H -4.0543 2.3081 -0.0579
H -2.2605 3.9044 1.4553
C 2.9635 -1.9605 -0.7404
S 1.3462 -2.7703 -1.0420
S 0.1799 -1.8448 0.3284
H 3.6205 -2.7518 -0.3773
H 2.8920 -1.0701 -0.1364
H 3.4105 -1.7584 -1.7163
H 0.2162 -2.8517 1.1851
```

Results of the Löwdin charge analysis, in e, for atoms 1 through 8: 0.063 -0.391 0.078 0.138 0.113 -0.471 0.333 0.297